C17H21NO2 | ωB97M-V with the def2-TZVPD basis set

Computed properties:
LUMO energy ... -1.079 eV
Maximum force ... 2.571 eV Å⁻¹
E_tot ... -23551.8546 eV
Kohn-Sham gap ... 4.027 eV
Total charge ... 0

Positions of all 41 atoms, in Å:
1 C -3.504 0.694 -1.652
2 N -2.477 1.584 -1.106
3 C -2.953 2.904 -0.700
4 C -1.250 1.144 -0.933
5 C -0.226 1.785 -0.157
6 C -0.499 2.525 1.022
7 C 0.519 3.203 1.672
8 C 1.843 3.120 1.222
9 C 2.914 3.862 1.956
10 C 2.131 2.342 0.089
11 C 1.122 1.680 -0.589
12 H -4.405 1.287 -1.826
13 H -3.150 0.261 -2.595
14 H -3.699 -0.115 -0.936
15 H -3.747 3.191 -1.397
16 H -3.397 2.865 0.305
17 H -2.164 3.660 -0.728
18 H -0.983 0.238 -1.495
19 H -1.513 2.543 1.426
20 H 0.291 3.806 2.554
21 H 3.881 3.742 1.465
22 H 2.685 4.933 2.002
23 H 3.014 3.514 2.991
24 H 3.162 2.278 -0.266
25 H 1.328 1.092 -1.484
26 C 2.686 -5.284 -0.955
27 O 2.253 -4.619 0.261
28 C 1.136 -3.853 0.244
29 C 0.746 -3.252 1.477
30 C -0.381 -2.494 1.552
31 C -1.180 -2.165 0.377
32 O -2.090 -1.297 0.398
33 C -0.792 -2.876 -0.833
34 C 0.346 -3.637 -0.914
35 H 3.578 -5.831 -0.648
36 H 1.924 -5.985 -1.327
37 H 2.940 -4.557 -1.740
38 H 1.366 -3.423 2.358
39 H -0.694 -2.047 2.490
40 H -1.411 -2.735 -1.715
41 H 0.649 -4.087 -1.864



C17H22AuBr4N4O2S | ωB97M-V with the def2-TZVPD basis set

Computed properties:
LUMO energy ... -4.759 eV
Maximum force ... 0.783 eV Å⁻¹
E_tot ... -322732.8496 eV
Kohn-Sham gap ... 6.433 eV
Total charge ... +1

Positions of all 51 atoms, in Å:
1 Au -1.547 1.211 -0.943
2 Br 3.917 0.524 4.582
3 C 2.971 0.630 2.977
4 C 3.729 0.664 1.713
5 Br 5.592 0.611 1.788
6 C 3.120 0.733 0.511
7 Br 4.033 0.790 -1.118
8 C 1.662 0.772 0.430
9 O 1.050 0.839 -0.603
10 C 0.864 0.755 1.751
11 O -0.334 0.802 1.698
12 C 1.625 0.674 3.003
13 Br 0.613 0.642 4.573
14 N -0.668 3.134 -0.607
15 C -0.349 4.077 -0.022
16 N 0.015 5.144 0.650
17 C -0.953 6.215 0.952
18 C -0.681 6.752 2.347
19 C 0.779 7.174 2.497
20 C 1.719 6.016 2.166
21 C 1.447 5.482 0.771
22 H -1.956 5.804 0.862
23 H -0.843 7.008 0.205
24 H -0.923 5.976 3.079
25 H -1.348 7.595 2.537
26 H 0.965 7.529 3.511
27 H 0.987 8.015 1.827
28 H 1.582 5.208 2.891
29 H 2.762 6.334 2.226
30 H 2.027 4.586 0.554
31 H 1.696 6.232 0.015
32 C -0.193 -0.363 -3.978
33 C -1.685 -0.622 -4.065
34 N -2.099 -1.710 -3.179
35 C -2.791 -1.611 -2.053
36 S -3.385 -0.128 -1.379
37 N -3.139 -2.732 -1.415
38 C -2.851 -4.096 -1.848
39 C -1.430 -4.542 -1.525
40 H 0.091 0.441 -4.657
41 H 0.382 -1.249 -4.253
42 H 0.089 -0.067 -2.965
43 H -1.977 -0.901 -5.078
44 H -2.262 0.258 -3.791
45 H -1.789 -2.631 -3.447
46 H -3.621 -2.584 -0.544
47 H -3.070 -4.180 -2.916
48 H -3.570 -4.742 -1.349
49 H -0.680 -3.900 -1.990
50 H -1.266 -5.561 -1.877
51 H -1.260 -4.521 -0.449



C17H22BCl2F4N2RuS3 | ωB97M-V with the def2-TZVPD basis set

Computed properties:
LUMO energy (spin up / spin down) ... -6.532 / -9.031 eV
Maximum force ... 0.223 eV Å⁻¹
E_tot ... -92635.2452 eV
Kohn-Sham gap (spin up / spin down) ... 8.231 / 5.732 eV
Spin multiplicity ... 6
Total charge ... +2

Positions of all 52 atoms, in Å:
1 Ru 0.178 0.643 0.353
2 C -4.245 1.238 0.102
3 C -4.487 1.226 -1.262
4 C -3.456 0.904 -2.131
5 C -2.204 0.601 -1.622
6 N -1.977 0.637 -0.297
7 C -2.969 0.955 0.541
8 C -1.056 0.219 -2.485
9 C -1.197 0.004 -3.849
10 C -0.101 -0.383 -4.601
11 C 1.118 -0.563 -3.967
12 C 1.187 -0.333 -2.609
13 N 0.135 0.059 -1.884
14 H -5.015 1.490 0.815
15 H -5.466 1.476 -1.649
16 H -3.629 0.907 -3.195
17 H -2.720 1.018 1.592
18 H -2.157 0.129 -4.324
19 H -0.199 -0.549 -5.665
20 H 2.000 -0.871 -4.510
21 H 2.123 -0.464 -2.082
22 C 2.723 -0.897 2.723
23 C 1.515 -0.582 3.600
24 S -0.066 -0.094 2.813
25 C -1.076 -1.592 2.756
26 C -0.557 -2.703 1.861
27 S -0.217 -2.068 0.191
28 C 1.309 -2.937 -0.271
29 C 2.609 -2.377 0.283
30 S 2.850 -2.583 2.071
31 H 3.601 -0.758 3.358
32 H 2.831 -0.178 1.912
33 H 1.741 0.274 4.237
34 H 1.268 -1.413 4.262
35 H -2.059 -1.244 2.433
36 H -1.191 -1.944 3.782
37 H -1.315 -3.481 1.765
38 H 0.357 -3.133 2.260
39 H 1.317 -2.941 -1.362
40 H 1.157 -3.973 0.037
41 H 2.729 -1.318 0.046
42 H 3.430 -2.900 -0.212
43 Cl 2.867 1.434 -0.470
44 C 2.913 2.912 0.548
45 Cl 2.178 2.568 2.106
46 H 2.328 3.671 0.042
47 H 3.956 3.174 0.681
48 F 0.142 2.627 -0.700
49 B -0.654 3.459 0.252
50 F -0.763 2.464 1.355
51 F -1.873 3.685 -0.272
52 F 0.089 4.507 0.644



C17H22Br2N4O2 | ωB97M-V with the def2-TZVPD basis set

Computed properties:
LUMO energy ... -0.199 eV
Maximum force ... 4.956 eV Å⁻¹
E_tot ... -168124.5373 eV
Kohn-Sham gap ... 8.595 eV
Total charge ... 0
SMILES string ... CCN(CC(=O)NC(C)(C)C)Cc1nc2c(Br)cc(Br)cc2c(=O)[nH]1

Positions of all 47 atoms, in Å:
1 C -1.535 -2.131 -2.825
2 C -1.661 -0.837 -3.563
3 N -0.888 0.273 -2.907
4 C -1.533 0.660 -1.557
5 C -1.025 2.054 -0.913
6 O -0.150 2.799 -1.422
7 N -1.386 2.477 0.345
8 C -1.662 1.761 1.545
9 C -2.710 0.590 1.558
10 C -0.452 1.154 2.168
11 C -1.955 2.869 2.616
12 C 0.662 0.210 -2.906
13 C 1.356 -0.232 -1.606
14 N 1.325 -1.416 -1.015
15 C 2.177 -1.653 0.068
16 C 2.318 -3.037 0.387
17 Br 1.472 -4.398 -0.734
18 C 2.823 -3.415 1.612
19 C 3.250 -2.406 2.530
20 Br 3.716 -2.903 4.375
21 C 3.275 -1.091 2.102
22 C 2.689 -0.657 0.914
23 C 2.627 0.712 0.293
24 O 3.250 1.685 0.818
25 N 2.077 0.821 -0.964
26 H -0.484 -2.445 -2.836
27 H -1.822 -1.970 -1.801
28 H -2.227 -2.880 -3.134
29 H -1.299 -1.032 -4.583
30 H -2.711 -0.462 -3.673
31 H -2.623 0.625 -1.531
32 H -1.208 -0.098 -0.860
33 H -0.636 3.147 0.537
34 H -3.561 0.826 0.891
35 H -3.123 0.416 2.600
36 H -2.092 -0.263 1.110
37 H -0.633 0.761 3.172
38 H -0.048 0.420 1.442
39 H 0.465 1.812 2.330
40 H -1.091 3.523 2.842
41 H -2.322 2.438 3.523
42 H -2.666 3.541 2.136
43 H 1.037 1.266 -3.105
44 H 1.045 -0.416 -3.797
45 H 2.709 -4.486 1.918
46 H 3.612 -0.327 2.823
47 H 1.618 1.712 -0.922



C17H22BrF3N6O4P | ωB97M-V with the def2-TZVPD basis set

Computed properties:
LUMO energy ... -4.395 eV
Maximum force ... 3.252 eV Å⁻¹
E_tot ... -122592.1899 eV
Kohn-Sham gap ... 5.752 eV
Total charge ... +1

Positions of all 54 atoms, in Å:
1 N -5.222 0.337 0.322
2 C -3.926 0.140 0.139
3 N -3.054 0.951 0.923
4 C -1.666 0.436 1.048
5 C -1.475 -1.051 0.515
6 C 0.090 -1.339 0.656
7 C 0.453 -2.666 1.457
8 O 0.157 -3.862 0.711
9 C 0.413 -5.018 1.463
10 O 0.856 -5.970 0.876
11 N -2.154 -2.087 1.348
12 C -2.514 -1.714 2.475
13 O -2.667 -1.350 3.567
14 C -2.079 -1.069 -0.929
15 P -1.986 -2.784 -1.875
16 O -2.339 -4.059 -0.836
17 Br 0.159 -3.184 -2.508
18 C -1.520 -0.032 -1.971
19 F -0.157 0.044 -2.084
20 F -1.970 -0.460 -3.227
21 F -1.987 1.269 -1.844
22 N -3.569 -0.819 -0.860
23 H -5.543 1.103 0.927
24 H -5.937 -0.201 -0.179
25 H -3.059 1.897 0.508
26 H -1.021 1.091 0.375
27 H -1.200 0.593 2.071
28 H 0.564 -0.507 1.266
29 H 0.670 -1.398 -0.298
30 H 0.065 -2.669 2.517
31 H 1.587 -2.636 1.555
32 H 0.189 -5.128 2.561
33 H -3.104 -3.864 -0.253
34 H -3.959 -1.722 -0.550
35 N 0.970 3.405 -0.876
36 C 1.001 3.477 0.495
37 C 1.753 4.569 0.843
38 C 2.188 5.184 -0.359
39 C 1.689 4.447 -1.402
40 H 0.494 2.698 -1.412
41 H 0.488 2.746 1.100
42 H 1.966 4.892 1.850
43 H 2.799 6.068 -0.449
44 H 1.782 4.571 -2.469
45 N 3.397 1.399 -0.745
46 C 3.417 0.361 0.146
47 C 4.501 -0.429 -0.146
48 C 5.164 0.160 -1.251
49 C 4.462 1.287 -1.597
50 H 2.706 2.133 -0.769
51 H 2.659 0.273 0.908
52 H 4.787 -1.328 0.378
53 H 6.056 -0.201 -1.739
54 H 4.626 2.016 -2.374